{"formula": "C59H112BF4N13O5", "method": "wB97M-V/def2-TZVPD", "elements": ["C", "C", "C", "C", "C", "C", "N", "O", "C", "C", "C", "H", "H", "H", "H", "H", "H", "H", "H", "H", "H", "H", "H", "H", "H", "H", "H", "H", "H", "C", "C", "C", "C", "C", "C", "N", "O", "C", "C", "C", "H", "H", "H", "H", "H", "H", "H", "H", "H", "H", "H", "H", "H", "H", "H", "H", "H", "H", "C", "C", "C", "C", "C", "C", "N", "O", "C", "C", "C", "H", "H", "H", "H", "H", "H", "H", "H", "H", "H", "H", "H", "H", "H", "H", "H", "H", "H", "C", "C", "N", "C", "C", "N", "C", "C", "H", "H", "H", "H", "H", "H", "H", "H", "H", "H", "H", "C", "C", "N", "C", "C", "N", "C", "C", "H", "H", "H", "H", "H", "H", "H", "H", "H", "H", "H", "C", "C", "N", "C", "C", "N", "C", "C", "H", "H", "H", "H", "H", "H", "H", "H", "H", "H", "H", "C", "C", "N", "C", "C", "N", "C", "C", "H", "H", "H", "H", "H", "H", "H", "H", "H", "H", "H", "C", "C", "N", "C", "C", "N", "C", "C", "H", "H", "H", "H", "H", "H", "H", "H", "H", "H", "H", "C", "C", "O", "O", "H", "H", "H", "B", "F", "F", "F", "F"], "positions_angstrom": [[2.920782, -4.447403, -2.294847], [3.081873, -3.003469, -1.683112], [3.146800, -3.225134, -0.164653], [4.522816, -3.585233, 0.356001], [5.593431, -2.595701, -0.035650], [5.743523, -2.515622, -1.545620], [4.363968, -2.321564, -2.200995], [4.459706, -2.285038, -3.459519], [6.386755, -3.781183, -2.138464], [6.554523, -1.250858, -1.895142], [1.879756, -2.090507, -1.988806], [3.724003, -5.084313, -1.929870], [2.940265, -4.389749, -3.382736], [1.968195, -4.916708, -2.053977], [2.478687, -4.034715, 0.138014], [2.674389, -2.391034, 0.362085], [4.790908, -4.620277, 0.131653], [4.451409, -3.727516, 1.437443], [6.555500, -2.886372, 0.390532], [5.472561, -1.603416, 0.402825], [5.811375, -4.652460, -1.830219], [7.345047, -3.889585, -1.628946], [6.589658, -3.701941, -3.203835], [6.653831, -0.952624, -2.937474], [7.594461, -1.342172, -1.574735], [6.195730, -0.391828, -1.327104], [1.946858, -1.120274, -1.493951], [0.924234, -2.469890, -1.628672], [1.804030, -1.796037, -3.036884], [-6.360808, -1.105557, 4.418126], [-5.397455, -0.403359, 3.488403], [-6.122920, 0.890816, 2.962200], [-5.262922, 1.885746, 2.128755], [-3.783458, 1.784175, 2.401983], [-3.402941, 1.388799, 3.817850], [-4.171174, 0.150269, 4.213359], [-3.857004, -0.259239, 5.404070], [-3.695168, 2.531867, 4.825920], [-1.892495, 1.066707, 3.846146], [-4.975111, -1.360010, 2.345293], [-7.293900, -1.356057, 3.910578], [-6.712405, -0.583650, 5.307791], [-5.980674, -2.085910, 4.710209], [-6.382934, 1.437848, 3.868547], [-6.988999, 0.604054, 2.369890], [-5.620919, 2.894987, 2.324044], [-5.386738, 1.573716, 1.091318], [-3.210716, 2.604895, 1.967807], [-3.320086, 1.008417, 1.781278], [-4.761483, 2.744200, 4.885040], [-3.052111, 3.389701, 4.633788], [-3.392462, 2.277688, 5.843463], [-1.230304, 1.857234, 3.489306], [-1.609814, 0.248034, 3.182666], [-1.544170, 0.905728, 4.866675], [-4.484088, -0.803701, 1.547179], [-5.867735, -1.823826, 1.927013], [-4.348467, -2.164025, 2.731698], [-2.473411, 2.892589, -3.645513], [-3.657817, 2.222894, -2.868579], [-4.926308, 3.101624, -2.870109], [-5.703226, 3.117919, -4.223474], [-6.188090, 1.654516, -4.519946], [-5.020092, 0.650708, -4.546001], [-3.992417, 0.854907, -3.400578], [-3.105824, -0.065601, -3.349687], [-4.278792, 0.786755, -5.866200], [-5.637276, -0.772918, -4.498095], [-3.309880, 1.934512, -1.376714], [-2.154867, 3.817891, -3.167659], [-2.905161, 3.121545, -4.619161], [-1.565884, 2.298086, -3.735460], [-4.734728, 4.170253, -2.767880], [-5.493238, 2.741595, -2.012165], [-5.168274, 3.471882, -5.101832], [-6.638212, 3.634790, -4.012434], [-6.733913, 1.586208, -5.460773], [-6.916646, 1.326991, -3.775927], [-3.986198, 1.798621, -6.143851], [-5.007740, 0.465112, -6.609059], [-3.401324, 0.142222, -5.819275], [-6.104060, -1.051491, -3.551886], [-4.812690, -1.462519, -4.681661], [-6.426879, -0.873389, -5.240342], [-2.427859, 1.302626, -1.252325], [-4.097805, 1.426294, -0.818178], [-3.018093, 2.773377, -0.743793], [2.030194, 2.794355, 4.519924], [3.226795, 2.480086, 5.416896], [3.066807, 1.218751, 6.128880], [3.995682, 0.199361, 6.132575], [3.551786, -0.745886, 7.006237], [2.235617, -0.414812, 7.308024], [1.986323, 0.823613, 6.837809], [1.372461, -1.238980, 8.135021], [1.322087, 3.437272, 5.047610], [1.500637, 1.924814, 4.131860], [2.312394, 3.468131, 3.710628], [3.357514, 3.242933, 6.184992], [4.166819, 2.474000, 4.867478], [4.990754, 0.312776, 5.731674], [3.983007, -1.639224, 7.429178], [1.076620, 1.401884, 6.811885], [1.775555, -2.249101, 8.157586], [0.377656, -1.284389, 7.694206], [1.307929, -0.835465, 9.144343], [3.005872, -3.281297, -6.299709], [2.139409, -2.139918, -6.854902], [2.222715, -0.951801, -6.059042], [3.335158, -0.121622, -6.091957], [3.080660, 0.863430, -5.225036], [1.758234, 0.742536, -4.748743], [1.265344, -0.344456, -5.356418], [1.170631, 1.538282, -3.722715], [2.749587, -3.502014, -5.261609], [4.071438, -3.052196, -6.332768], [2.932441, -4.274081, -6.743346], [1.083777, -2.402958, -6.927375], [2.441027, -1.870975, -7.867413], [4.128703, -0.312969, -6.796265], [3.755700, 1.661312, -4.949593], [0.287050, -0.786296, -5.249376], [1.900012, 1.686782, -2.928067], [0.282216, 0.986102, -3.419166], [0.914285, 2.513447, -4.138516], [2.145237, -4.670402, 3.782879], [2.282024, -3.329073, 4.605581], [3.333040, -2.475939, 4.049082], [4.672142, -2.710962, 3.956709], [5.268475, -1.710003, 3.209978], [4.245456, -0.873026, 2.820307], [3.106091, -1.326676, 3.354260], [4.328033, 0.326402, 1.989253], [1.893512, -4.392482, 2.759599], [1.445630, -5.346649, 4.270021], [3.114236, -5.170446, 3.786081], [2.525622, -3.618879, 5.625340], [1.353169, -2.806585, 4.383764], [5.126499, -3.593370, 4.380642], [6.270821, -1.487894, 2.880263], [2.118166, -0.893461, 3.324419], [3.816021, 0.102569, 1.057273], [5.340908, 0.701096, 1.847026], [3.886598, 1.175418, 2.511089], [-0.291043, 5.020478, 1.943925], [-0.732583, 4.333500, 0.685402], [-0.276814, 4.986573, -0.557787], [-1.129783, 5.599536, -1.440139], [-0.392153, 6.241786, -2.406319], [0.943596, 5.934956, -2.109138], [0.974558, 5.130452, -1.058646], [2.101639, 6.355596, -2.952892], [-0.795009, 4.651878, 2.836655], [-0.419346, 6.094454, 1.816361], [0.764688, 4.809894, 2.124995], [-1.826728, 4.330815, 0.662340], [-0.647459, 3.248715, 0.596301], [-2.181580, 5.618795, -1.203241], [-0.623779, 6.881369, -3.242359], [1.893679, 4.756155, -0.634100], [2.986243, 6.564581, -2.358064], [1.747720, 7.178085, -3.570472], [2.317651, 5.533289, -3.634054], [-4.941447, -4.308499, -2.533715], [-4.815187, -4.358762, -1.024158], [-3.666198, -3.564068, -0.618157], [-3.328456, -2.273419, -1.061390], [-2.308559, -1.814801, -0.302545], [-1.976889, -2.838964, 0.548260], [-2.767800, -3.911576, 0.336642], [-0.773785, -2.949116, 1.402025], [-4.136671, -4.857911, -3.027548], [-4.952179, -3.341151, -3.031026], [-5.793992, -4.942778, -2.779334], [-4.584098, -5.344640, -0.618984], [-5.739948, -4.081696, -0.516990], [-3.819201, -1.766078, -1.873902], [-1.768980, -0.881058, -0.313952], [-2.725796, -4.892770, 0.783743], [0.172616, -3.229955, 0.945408], [-0.929111, -3.686255, 2.191216], [-0.690963, -2.006385, 1.939713], [3.834326, 2.449272, -0.469266], [4.197814, 2.492728, -1.931094], [4.602689, 1.442322, -2.491187], [3.971228, 3.570436, -2.534625], [3.543718, 3.442029, -0.125004], [4.711656, 2.146023, 0.103690], [2.988038, 1.783109, -0.306213], [0.434825, 0.575032, 0.453458], [0.852398, 1.168846, -0.724937], [1.184454, 1.029849, 1.569257], [-0.915741, 0.933212, 0.694799], [0.716248, -0.769870, 0.403520]], "atomic_forces_ev_per_a": [[0.8, 1.0, -0.9], [-1.9, -0.3, 0.9], [-0.1, 0.3, 0.5], [-0.2, -0.5, 1.1], [0.2, -0.3, 0.3], [1.1, 2.1, 0.1], [1.1, -3.5, -5.6], [-1.2, 1.0, 5.0], [-0.2, 0.0, 0.6], [0.7, 0.5, 0.4], [0.3, 1.0, -0.5], [-0.1, -0.1, -0.2], [0.3, -0.1, 0.0], [-0.1, 0.5, 0.4], [-0.1, -0.3, -0.6], [0.6, 0.5, 0.0], [0.1, 0.1, -0.8], [0.0, 0.6, 0.2], [0.1, -0.3, -0.3], [-0.6, 0.1, -0.3], [0.0, -0.2, -0.5], [0.1, 0.2, 0.0], [-0.3, -0.1, 0.0], [-0.6, -0.3, -0.1], [0.0, -0.6, 0.2], [-0.4, 0.1, -0.3], [0.5, -0.1, 0.3], [0.2, -0.6, -0.1], [0.0, -0.6, -0.2], [-0.1, -1.1, 0.7], [-1.0, 0.7, -0.7], [1.5, 0.7, 0.4], [-0.3, -1.0, -0.1], [0.7, -1.3, -0.8], [1.2, 1.5, -0.6], [1.3, -1.3, 6.6], [-2.0, 1.4, -6.4], [-0.1, -0.8, 0.9], [0.5, -0.3, 0.4], [0.3, 0.5, 0.2], [0.2, 0.3, -0.5], [0.5, 0.3, 0.0], [0.2, 0.1, 0.3], [-0.7, -0.2, -0.1], [-0.2, -0.1, 0.4], [-0.2, 0.0, -0.4], [-0.2, 0.7, -0.2], [-0.1, 0.6, 0.9], [-0.4, -0.4, -0.1], [0.1, 0.5, -0.2], [-0.4, 0.1, -0.7], [-0.1, -0.5, 0.0], [-0.7, 0.5, -0.2], [-0.3, -0.3, 0.2], [-0.2, -0.4, 0.0], [0.2, -0.2, 0.0], [-0.2, 0.2, 0.2], [0.1, 0.0, 0.0], [-0.7, -0.7, -0.4], [0.3, 0.9, 2.5], [0.0, 0.1, -1.8], [-1.3, -2.6, 1.1], [0.7, 0.8, 0.9], [-2.6, -0.3, 0.4], [4.2, -3.1, -3.3], [-4.0, 4.1, 0.7], [0.9, 0.1, 0.0], [1.2, -0.1, 0.6], [1.1, -0.6, 0.5], [-0.5, 0.0, 0.3], [0.5, 0.2, -0.2], [-0.3, -0.4, 0.0], [0.8, -0.2, 0.8], [-0.7, 0.3, -0.3], [0.1, 0.6, 0.4], [0.3, 0.7, -0.5], [0.3, 0.0, -0.2], [0.1, 0.2, 0.2], [0.0, 0.0, 0.2], [0.2, -0.2, -0.1], [0.0, -0.1, -0.5], [0.1, 0.4, 0.2], [-0.3, -0.4, -0.3], [0.3, 0.2, -0.2], [0.0, -0.2, -0.5], [-0.3, 0.0, -0.3], [-0.4, 0.6, -0.7], [-0.2, 1.0, 0.2], [-0.2, 0.7, 0.0], [-0.4, -1.3, 0.0], [0.6, 0.4, 1.4], [-1.2, -0.1, -0.7], [0.8, 1.2, 0.1], [1.1, -0.5, -1.1], [-0.5, -0.2, 0.3], [-0.2, -0.4, 0.3], [0.2, -0.1, -0.1], [0.3, -0.4, -0.2], [0.0, 0.1, -0.1], [0.0, -0.4, 0.0], [-0.1, 0.1, -0.1], [0.1, 0.0, -0.2], [-0.1, -0.2, 0.5], [0.0, 0.1, 0.1], [0.0, 0.1, 0.1], [0.0, -0.1, 0.0], [0.2, -0.2, 0.6], [-0.4, -1.5, -1.0], [0.0, 1.7, -0.3], [-0.7, -0.9, 0.2], [0.0, 1.4, 0.5], [2.3, -1.4, -2.0], [0.3, -0.9, 0.6], [-0.4, 0.5, 0.0], [-0.1, 0.4, 0.1], [0.0, 0.3, 0.0], [-0.5, 0.4, -0.8], [0.0, -0.2, 0.1], [0.1, -0.1, 0.0], [0.2, 0.0, 0.4], [-0.3, 0.1, 0.4], [0.0, 0.2, 0.2], [-0.2, -0.2, 0.1], [0.0, 0.3, 0.5], [-0.1, 0.0, 0.1], [1.0, 1.1, 0.6], [-0.1, -1.7, -1.4], [0.5, 1.7, -1.4], [1.4, -0.1, -0.2], [-1.1, -0.4, 0.3], [-0.5, -0.3, 1.1], [-0.2, -1.0, 0.5], [-0.1, 0.6, 0.1], [-0.2, -0.4, 0.0], [-0.2, 0.2, -0.2], [0.0, -0.1, -0.1], [-0.4, 0.6, 0.2], [0.0, 0.3, 1.0], [0.0, 0.1, 0.1], [0.1, -0.3, 0.2], [0.2, 0.3, -0.4], [0.1, 0.4, -0.1], [0.2, -0.8, -0.2], [-0.6, -0.2, -0.1], [1.1, -0.2, 0.0], [-1.4, -0.9, -0.6], [0.7, -0.3, -0.8], [-0.2, 1.1, -0.3], [0.7, -0.9, 1.0], [-0.7, -0.1, -0.5], [0.0, 0.5, 0.9], [-0.6, -0.7, -0.4], [-0.4, 0.1, -0.2], [-0.1, 0.0, 0.3], [0.1, 0.2, -0.1], [-0.1, 0.8, -0.3], [1.2, 0.0, 0.3], [0.0, 0.2, -0.2], [-0.2, 0.0, 0.1], [-0.1, -0.1, 0.0], [-0.2, 0.2, 0.0], [0.3, 0.3, 0.3], [0.2, -0.1, 0.2], [0.1, -1.7, -0.4], [0.2, -0.4, -0.4], [1.7, 1.4, 1.1], [-0.7, -0.5, 0.4], [0.2, -0.4, -0.1], [1.1, -2.0, 0.6], [-1.1, 1.6, -1.4], [-0.5, 0.4, 1.3], [0.3, 0.1, 0.3], [-0.5, 0.1, 0.4], [-0.4, 0.6, -0.3], [-0.2, -0.3, -0.5], [0.2, 0.6, 0.0], [-0.2, -0.3, 0.1], [0.0, -0.1, 0.0], [0.1, 0.1, 0.2], [-0.3, 0.4, -0.7], [-0.5, -0.2, -0.2], [0.3, 0.1, -0.3], [0.2, 0.2, 0.7], [-0.5, 0.6, -1.6], [-0.1, -0.8, 0.5], [-0.4, 0.0, 0.3], [0.1, 0.0, 0.0], [-0.1, -0.1, 0.1], [0.2, -0.2, 0.0], [1.0, 1.3, 0.7], [-0.3, 0.2, -0.3], [0.0, 0.4, 0.2], [-0.3, -0.7, -0.1], [-0.8, -1.3, -0.2]], "lumo_energy_ha": -0.56064, "homo_ha": -0.6610, "total_charge": 6, "e_above_lowest_kcal_mol": 0.0, "molar_mass_g_mol": 1170.44, "orbital_gap_ev": 2.73}